No. 1
DFT (ωB97M-V with the def2-TZVPD basis set) results for a molecular structure, C25H20BrN6O7PtS2.

Atoms and positions in Å:
Pt: -1.140053 0.822185 0.162598
O: 0.943047 1.963843 2.917002
S: -0.396597 1.462526 3.035043
O: -1.101544 1.650431 4.264360
O: -1.282565 1.897260 1.869221
C: -0.245630 -0.308355 2.726667
C: 0.697646 -0.977016 3.746144
C: 1.479126 -2.194717 3.213819
C: 0.025231 -3.476471 2.154500
C: -1.325818 -3.129328 1.620168
C: -1.987914 -2.082027 2.094017
S: -3.449214 -1.468268 1.299922
O: -3.673443 -2.301918 0.149281
O: -4.470829 -1.425580 2.312077
O: -3.009392 -0.076205 0.949087
H: 1.214396 -0.294823 4.414199
H: 2.499838 -2.303919 3.566340
H: 0.296286 -4.504187 1.921317
H: -1.737059 -3.677193 0.780298
Br: -1.048308 -2.056226 5.993980
C: -0.465884 -1.907247 4.172912
C: 0.307580 -3.131065 3.633623
C: 1.226687 -2.511279 1.724120
C: 0.750878 -1.400459 0.868286
N: 0.057872 -0.429920 1.306633
C: -1.434553 -1.223721 3.184625
H: 0.412658 -3.961832 4.323555
H: 2.030253 -3.053548 1.233051
H: 0.896385 -1.451369 -0.205353
H: -2.210693 -0.637904 3.675954
N: -1.306254 -0.551024 -1.260400
C: -1.297615 -1.053861 -2.308044
C: -1.175126 -1.659526 -3.528984
C: -2.153981 -1.497746 -4.541661
N: -2.931312 -1.359385 -5.380934
C: -0.024873 -2.465325 -3.737621
N: 0.903784 -3.129061 -3.904991
O: -4.338724 3.117057 -0.303940
C: -3.335382 2.554194 -0.529570
N: -2.306830 2.034831 -0.883113
C: 0.162951 1.640240 -3.667591
N: 1.321728 0.773303 -3.512159
C: 2.435297 1.283178 -4.283018
C: 1.636568 0.439141 -2.122443
C: 1.572262 1.620898 -1.181511
C: 2.655652 2.507148 -1.239664
C: 2.634458 3.748130 -0.635535
C: 1.487766 4.138431 0.035508
C: 0.426294 3.258685 0.156735
C: 0.475773 1.979009 -0.394394
H: -0.165543 1.613545 -4.707863
H: 0.375658 2.686435 -3.397048
H: -0.666408 1.316454 -3.042586
H: 2.153313 1.296403 -5.337724
H: 3.300338 0.625733 -4.175561
H: 2.734917 2.307593 -4.008985
H: 2.631063 -0.012274 -2.108741
H: 0.944383 -0.326909 -1.797740
H: 3.528372 2.196686 -1.801994
H: 3.491040 4.406591 -0.704309
H: 1.415260 5.116789 0.492922
H: -0.443213 3.582967 0.705511

Cartesian forces, eV/Å:
0.069 -0.463 0.425
0.045 0.010 0.047
-0.184 0.014 -0.112
0.060 -0.034 0.097
-0.014 0.096 -0.064
0.198 -0.060 -0.180
-0.022 0.042 -0.037
-0.076 -0.021 -0.005
0.048 -0.146 -0.031
-0.007 0.011 0.000
0.098 -0.003 0.084
-0.043 0.100 -0.044
0.001 -0.017 -0.017
-0.002 -0.015 -0.018
0.141 -0.028 0.081
-0.027 -0.014 0.034
-0.004 -0.012 0.016
-0.027 0.001 -0.003
0.008 0.000 -0.001
-0.009 0.025 0.014
0.047 -0.017 -0.023
0.050 0.079 0.005
-0.063 0.021 -0.006
0.044 -0.031 0.014
-0.130 0.163 0.008
-0.141 0.025 0.041
0.019 -0.004 -0.003
0.007 0.015 -0.010
0.010 -0.054 0.030
0.004 -0.011 0.005
0.076 0.195 -0.338
0.094 0.343 0.022
-0.017 -0.264 0.064
0.013 0.033 0.037
-0.002 -0.012 -0.012
-0.054 0.022 -0.118
0.035 0.010 0.086
0.019 0.017 0.006
-0.028 -0.057 -0.016
0.033 0.143 -0.023
-0.029 0.013 0.006
-0.079 0.045 0.021
0.051 -0.060 -0.016
-0.065 -0.047 0.043
0.090 -0.001 0.067
0.005 -0.040 -0.040
-0.024 -0.015 0.007
0.002 -0.012 -0.002
-0.032 0.052 -0.014
-0.167 0.037 -0.061
0.010 -0.009 -0.003
0.018 -0.006 -0.011
0.004 -0.037 0.001
0.005 -0.002 0.001
-0.016 0.000 0.005
-0.018 0.011 0.022
0.026 0.062 0.004
-0.076 -0.083 -0.055
0.014 0.015 -0.004
0.000 -0.001 -0.001
0.009 0.003 -0.008
0.004 -0.027 -0.019

For the HOMO energy, the calculation gives -6.19 eV. The value obtained for the largest force on an atom is 0.632 eV/Å. As for the total charge: -1. As for the HOMO-LUMO gap: 7.600 eV. As for the energy relative to the best compared isomer or geometry (same formula, charge and spin): 284.8 kJ/mol.


No. 2
DFT (ωB97M-V with the def2-TZVPD basis set) results for C3H5NO2 in the gas phase.

Atoms and positions in Å:
N: -1.285657 0.659098 0.937813
C: -1.023949 -0.384753 0.118953
O: -1.858745 -0.981717 -0.537831
C: 0.475628 -0.680328 0.084057
C: 1.265117 -0.020978 -0.939961
O: 1.395265 0.427532 0.393248
H: -0.513165 1.171154 1.335990
H: -2.222734 1.022847 0.988254
H: 1.021346 -1.354010 0.718692
H: 2.097792 -0.524327 -1.420600
H: 0.760421 0.742544 -1.521744

Cartesian forces, eV/Å:
-0.094 0.060 0.055
0.064 -0.002 0.150
0.684 0.081 0.404
0.627 0.814 0.705
0.220 0.178 -0.433
-0.343 0.887 -0.106
-0.155 -0.016 -0.048
0.047 -0.007 -0.019
-1.070 -1.817 -0.468
0.121 0.138 0.182
-0.102 -0.318 -0.423

For the HOMO energy, the calculation gives -10.05 eV. The value obtained for the largest force on an atom is 2.160 eV/Å. As for the total charge: 0. As for the HOMO-LUMO gap: 11.013 eV. As for the energy relative to the best compared isomer or geometry (same formula, charge and spin): 186.2 kJ/mol.


No. 3
DFT (ωB97M-V with the def2-TZVPD basis set) results for a molecular structure, CHBaF3NO4S2.

Atoms and positions in Å:
N: -1.020702 2.020104 -0.036605
S: 0.596569 2.035029 0.671325
O: 3.630490 -0.773480 0.715902
S: -1.540055 0.690620 -0.611902
O: -0.467205 -0.259962 -1.117448
O: -2.675502 0.857102 -1.525241
C: -2.285909 -0.371874 0.745066
F: -1.351367 -0.777856 1.598189
F: -3.184959 0.344048 1.412108
F: -2.888197 -1.442476 0.237853
Ba: 2.071241 0.077175 -0.772648
O: 4.440896 -0.739880 -0.567494
H: 4.674700 -1.658551 -0.749101

Cartesian forces, eV/Å:
-0.287 -0.943 -0.402
-0.339 0.543 0.454
1.492 -0.749 -0.423
0.524 0.453 -1.042
-1.141 0.546 0.451
0.916 -0.306 0.970
0.549 0.919 -0.937
0.231 -0.266 0.418
-0.379 0.036 0.349
-0.326 -0.596 -0.019
-1.312 0.419 -0.931
0.174 -0.044 0.686
-0.102 -0.014 0.425

For the HOMO energy, the calculation gives -3.28 eV. The value obtained for the largest force on an atom is 1.722 eV/Å. As for the total charge: -1. As for the HOMO-LUMO gap: 5.156 eV. As for the energy relative to the best compared isomer or geometry (same formula, charge and spin): 265.8 kJ/mol.


No. 4
DFT (ωB97M-V with the def2-TZVPD basis set) results for a molecular structure, C36H61AuBN5O2P2S2SeSi.

Atoms and positions in Å:
Au: -0.018260 -0.049235 -0.235998
C: 2.087905 -4.140126 -2.343079
C: 1.875133 -2.837564 -3.147828
C: 0.413770 -2.855719 -3.695767
C: 2.867226 -2.788634 -4.329145
P: 1.849402 -1.349017 -1.930937
C: 1.991432 0.082596 -3.167355
N: 0.741199 0.803087 -3.115144
B: -0.253801 0.714565 -2.034563
N: -1.363165 1.571896 -2.495407
C: -2.607260 1.823396 -1.815255
P: -2.619058 0.905289 -0.171155
C: -4.032197 -0.337492 -0.425474
C: -3.605899 -1.180657 -1.648363
C: -4.056137 -1.279217 0.801140
C: -5.437352 0.255367 -0.664464
C: -3.110216 2.347794 0.976092
C: -1.837088 3.236758 0.983572
C: -3.325808 1.787533 2.401554
C: -4.359658 3.166791 0.544979
C: -1.013428 2.153482 -3.726133
C: -1.721375 3.046955 -4.514287
C: -1.080056 3.473468 -5.697452
C: 0.193994 3.000783 -6.062256
C: 0.908869 2.089034 -5.263577
C: 0.278324 1.678303 -4.098164
C: 3.466016 -1.221181 -0.950112
C: 3.589803 0.256754 -0.514576
C: 4.728064 -1.628476 -1.704737
C: 3.254379 -2.123596 0.297742
H: 1.806264 -4.979408 -2.979813
H: 1.446040 -4.180011 -1.453476
H: 3.127550 -4.310777 -2.035578
H: 0.335803 -3.686628 -4.405973
H: 0.121572 -1.928573 -4.208447
H: -0.316170 -3.043876 -2.894858
H: 2.824872 -3.752941 -4.847339
H: 3.901177 -2.639403 -4.022097
H: 2.608871 -2.020565 -5.062113
H: 2.209811 -0.300962 -4.175358
H: 2.844440 0.710004 -2.884644
H: -3.472604 1.495591 -2.415727
H: -2.768020 2.900119 -1.648937
H: -2.560501 -1.495061 -1.566548
H: -3.769233 -0.679419 -2.613796
H: -4.183847 -2.109074 -1.630255
H: -3.091657 -1.769863 0.944990
H: -4.784158 -2.078065 0.609498
H: -4.364235 -0.781026 1.718915
H: -5.441926 1.058989 -1.407061
H: -5.881723 0.635908 0.263803
H: -6.084927 -0.551747 -1.040500
H: -0.924834 2.664054 1.187228
H: -1.926522 3.955221 1.804799
H: -1.687246 3.793999 0.055765
H: -2.472959 1.185364 2.733127
H: -4.231647 1.179076 2.480292
H: -3.424755 2.629480 3.100979
H: -4.394679 3.393212 -0.524663
H: -4.327766 4.116385 1.084742
H: -5.293252 2.676746 0.816378
H: -2.710040 3.392343 -4.208186
H: -1.590183 4.171392 -6.356014
H: 0.626105 3.368447 -6.988985
H: 1.894139 1.728482 -5.532136
H: 4.046236 0.885951 -1.277812
H: 4.216402 0.311478 0.384088
H: 2.616587 0.691290 -0.237787
H: 4.869704 -1.043468 -2.616306
H: 4.761169 -2.693803 -1.938085
H: 5.578803 -1.423235 -1.054590
H: 2.343553 -1.849590 0.864458
H: 4.119821 -2.002085 0.960935
H: 3.155233 -3.190237 0.061095
N: 2.648731 5.515353 7.018361
C: 2.758694 4.962024 5.776933
C: 1.878067 5.352345 4.726125
C: 1.983216 4.779848 3.466351
C: 2.989233 3.828860 3.226200
C: 3.914013 3.462997 4.232473
C: 3.799429 4.020397 5.496836
S: 3.112994 3.078908 1.643749
O: 4.298508 2.221112 1.644274
O: 3.009768 4.100670 0.630822
N: 1.755119 2.183339 1.443351
C: 1.542766 1.155471 2.231438
S: 2.373354 0.771016 3.757016
C: 1.374156 -0.571910 3.977359
C: 0.471315 -0.731110 2.931748
N: 0.546670 0.211014 1.928415
H: 1.755246 5.964979 7.243365
H: 3.089446 5.007708 7.782845
H: 1.116209 6.105531 4.927430
H: 1.311261 5.079021 2.665575
H: 4.711281 2.750123 4.018279
H: 4.516657 3.756867 6.271592
H: 1.440607 -1.201586 4.858767
H: -0.271441 -1.520725 2.806813
C: -1.086491 -4.668117 3.376337
Si: -1.569878 -5.071319 1.589544
C: -0.713387 -6.695321 1.134455
C: -3.454286 -5.153571 1.350086
Se: -0.799949 -3.370753 0.282292
H: -1.368262 -5.496739 4.039376
H: -1.575418 -3.763484 3.748718
H: -0.008234 -4.524422 3.450877
H: -1.063386 -7.520440 1.752573
H: 0.366430 -6.593413 1.287384
H: -0.902569 -6.945567 0.089267
H: -3.831119 -6.128485 1.677441
H: -3.705766 -5.007698 0.296259
H: -3.969011 -4.379575 1.921417

Cartesian forces, eV/Å:
-0.120 0.063 1.252
-0.015 0.165 -0.018
-0.529 0.124 0.491
0.279 -0.189 0.114
-0.214 0.007 0.209
0.988 0.299 -0.662
0.054 -0.364 0.318
-1.052 -0.033 0.621
-0.285 1.345 -2.639
1.008 -0.570 -0.038
-0.210 -0.061 0.063
-0.564 0.630 -0.224
0.227 0.109 0.139
-0.060 -0.086 0.172
-0.297 -0.068 -0.448
0.179 -0.236 0.140
0.078 -0.456 -0.075
-0.195 -0.132 0.278
0.105 0.249 -0.145
0.520 -0.175 0.171
0.166 -0.374 0.351
0.659 -0.093 -0.332
0.138 -0.343 0.156
-0.377 0.105 0.208
-0.907 0.433 0.014
0.023 -0.081 0.245
-0.732 -0.167 -0.035
-0.173 -0.551 0.431
-0.005 -0.057 0.178
-0.053 0.255 0.071
-0.029 -0.125 -0.065
0.135 0.055 -0.176
-0.182 0.225 -0.073
-0.061 0.105 -0.051
0.205 -0.142 0.098
0.253 0.094 -0.104
-0.060 0.045 0.008
-0.060 0.029 0.071
0.001 -0.083 0.084
-0.295 0.107 0.284
-0.187 -0.017 -0.030
0.227 -0.015 0.068
0.237 -0.271 0.062
0.052 0.180 -0.107
0.110 -0.106 0.330
-0.169 0.067 -0.164
0.075 0.160 0.097
-0.001 0.088 0.002
0.127 0.054 0.000
0.039 -0.098 0.075
0.133 -0.072 -0.210
0.079 0.201 0.098
-0.114 -0.044 -0.112
-0.082 0.095 -0.111
-0.066 -0.076 0.032
-0.039 0.054 -0.093
0.078 0.118 -0.066
-0.018 -0.145 -0.107
0.072 -0.015 0.155
-0.028 0.056 -0.028
0.060 -0.102 -0.006
0.287 -0.006 -0.221
0.106 -0.083 0.106
-0.001 -0.090 0.146
-0.052 0.071 -0.019
0.017 -0.037 0.005
-0.103 0.025 -0.247
0.324 -0.069 -0.111
-0.050 -0.059 0.003
-0.075 0.033 -0.088
0.151 0.046 0.044
0.420 0.113 -0.226
-0.144 -0.043 -0.011
0.126 0.198 -0.159
-0.491 0.406 1.041
0.380 -0.808 -1.591
0.480 -0.377 0.505
0.607 -0.292 0.327
0.434 0.064 0.667
-0.663 0.570 -0.248
-0.780 0.684 -0.110
-0.077 -0.628 -1.199
-0.763 0.826 0.382
0.217 -0.068 0.425
0.515 0.138 0.337
-1.229 -1.212 -0.390
-0.119 0.572 -0.792
-2.094 -1.606 -0.888
1.039 0.321 0.951
1.827 0.845 0.847
0.779 -0.424 -0.066
-0.338 0.346 -0.351
0.138 -0.171 -0.031
0.138 -0.118 0.100
-0.323 0.205 -0.076
-0.178 0.054 -0.050
0.027 0.144 -0.246
0.309 0.169 0.272
-0.348 -0.128 -0.212
-0.085 -0.468 0.786
-0.132 0.501 -0.136
0.447 0.076 -0.059
0.005 0.159 -0.207
0.071 0.099 -0.105
0.030 -0.043 -0.094
0.048 -0.007 0.005
-0.084 -0.026 0.106
-0.120 -0.023 -0.086
0.089 -0.033 -0.001
0.067 0.092 -0.079
-0.045 -0.125 0.053
0.088 0.020 0.025

For the HOMO energy (spin up / spin down), the calculation gives -6.39 / -7.02 eV. The value obtained for the largest force on an atom is 2.976 eV/Å. Its multiplicity is 3. As for the total charge: 0. As for the HOMO-LUMO gap (spin up / spin down): 6.702 / 4.436 eV. As for the energy relative to the best compared isomer or geometry (same formula, charge and spin): 0.0 kJ/mol.